The following is a DFT calculation (wB97M-V/def2-TZVPD) of a gas-phase ion, C5H11N2 (charge +1) in a non-equilibrium geometry.

Values from the calculation:
E_HOMO   -13.756 eV
Relative energy (zero: lowest compared OMol25 entry of this formula, charge and spin)   1.759 eV
Multiplicity   1
Total charge   +1
Max |F|   0.0890 Eh/bohr
Total energy   -306.31883 Ha
E_LUMO   -4.51 eV
Orbital gap   0.3399 Eh
Structure (SMILES)   CC(=[NH2+])C1(N)CC1

Last column: natural (NBO) charge in e.
Geometry (Å):
C 1.179 -1.425 0.129  -0.73
C 0.912 -0.020 -0.110  0.54
N 1.866 1.001 0.015  -0.70
C -0.496 0.439 -0.186  0.00
N -0.629 1.801 -0.147  -0.85
C -1.388 -0.482 0.682  -0.38
C -1.476 -0.512 -0.839  -0.39
H 0.349 -2.008 0.181  0.27
H 2.034 -1.392 0.795  0.27
H 1.596 -1.886 -0.755  0.29
H 2.806 0.743 0.393  0.42
H 1.642 1.979 0.128  0.45
H -0.437 2.110 0.787  0.38
H -1.399 2.291 -0.682  0.43
H -2.167 -0.006 1.259  0.26
H -0.967 -1.354 1.189  0.23
H -1.167 -1.351 -1.488  0.25
H -2.256 0.072 -1.350  0.26